# 1
Computed, not measured: a molecular structure, C24H33BrF9InO17P in a non-equilibrium geometry, with ωB97M-V with the def2-TZVPD basis set.

Each line ends with the Mulliken charge.
Positions of all 86 atoms, in Å:
C (0.2071, 0.0858, 5.7106)  -1.26
C (-0.1747, -1.2716, 5.2343)  0.48
O (0.9525, -1.8816, 4.6469)  -0.51
C (-1.3756, -1.2485, 4.3263)  -1.63
In (-1.1654, 0.0922, 2.5518)  0.63
C (0.9087, 0.1886, 1.7064)  -1.10
C (1.2234, 1.5941, 1.2723)  -1.31
C (2.6432, 1.8644, 0.8851)  0.95
F (3.4965, 1.3576, 1.7861)  -0.33
F (2.8560, 3.1926, 0.8757)  -0.37
C (3.0551, 1.3539, -0.4760)  0.44
F (2.7182, 0.0848, -0.6241)  -0.26
F (2.3932, 2.0446, -1.4018)  -0.34
C (4.5573, 1.4183, -0.8355)  0.61
F (4.6288, 1.0893, -2.1361)  -0.33
F (5.2387, 0.5040, -0.1761)  -0.24
C (5.2581, 2.7781, -0.7210)  0.63
F (6.3923, 2.7160, -1.4093)  -0.28
F (5.5728, 3.0214, 0.5318)  -0.24
F (4.5268, 3.7439, -1.2151)  -0.23
P (-2.0387, 2.3954, 3.3056)  0.24
O (-3.6819, 2.3099, 3.0063)  -0.46
Br (-1.3667, 3.9860, 1.8089)  -0.39
H (1.1183, -0.0045, 6.2664)  0.38
H (-0.5441, 0.4713, 6.3651)  0.36
H (0.3389, 0.7585, 4.8846)  0.14
H (-0.4348, -1.8485, 6.1155)  0.36
H (0.6620, -2.4679, 3.9328)  0.26
H (-2.2455, -0.9964, 4.9034)  0.52
H (-1.5161, -2.2513, 3.9575)  0.49
H (-2.2941, -0.5156, 1.3020)  -0.43
H (0.8763, -0.4841, 0.8856)  0.67
H (1.6042, -0.1681, 2.4318)  0.53
H (0.5754, 1.9641, 0.5038)  0.38
H (1.0967, 2.2313, 2.1211)  0.44
H (-3.8094, 2.4574, 2.0671)  0.26
C (-0.7160, -1.2341, -5.1843)  -0.29
C (-0.4824, 0.0446, -5.9665)  -0.27
O (-1.8190, 0.5361, -6.1424)  -0.33
C (-2.5898, 0.0192, -5.1571)  0.62
O (-3.7049, 0.3511, -4.9277)  -0.53
O (-1.9266, -0.9368, -4.4801)  -0.31
H (0.0805, -1.4666, -4.4908)  0.30
H (-0.8888, -2.0957, -5.8321)  0.25
H (0.0928, 0.7800, -5.4046)  0.25
H (-0.0059, -0.1207, -6.9283)  0.28
C (-7.6954, 1.9461, -3.8423)  -0.37
C (-6.3797, 1.2689, -3.5262)  -0.15
O (-5.9202, 2.0355, -2.3860)  -0.24
C (-7.0012, 2.5936, -1.7930)  0.67
O (-7.0320, 3.1492, -0.7432)  -0.53
O (-8.1026, 2.4399, -2.5674)  -0.34
H (-8.4420, 1.2643, -4.2389)  0.30
H (-7.5819, 2.7875, -4.5281)  0.28
H (-6.5067, 0.2281, -3.2274)  0.23
H (-5.6671, 1.3153, -4.3393)  0.24
C (-4.5112, 6.5597, -1.2796)  -0.33
C (-6.0173, 6.3938, -1.3746)  0.04
O (-6.3803, 7.4811, -2.2449)  -0.36
C (-5.3058, 7.8011, -2.9997)  0.65
O (-5.3304, 8.5412, -3.9278)  -0.55
O (-4.1979, 7.1787, -2.5409)  -0.34
H (-3.9699, 5.6256, -1.1670)  0.32
H (-4.2231, 7.2345, -0.4731)  0.23
H (-6.3341, 5.4601, -1.8349)  -0.03
H (-6.5087, 6.4885, -0.4122)  0.32
C (4.3332, -3.7804, 2.0867)  -0.26
C (4.2644, -2.5644, 1.1830)  -0.19
O (2.8576, -2.4465, 0.9484)  -0.22
C (2.2059, -3.0403, 1.9692)  0.67
O (1.0364, -2.9593, 2.1554)  -0.60
O (3.0635, -3.7353, 2.7492)  -0.36
H (5.1454, -3.7346, 2.8058)  0.35
H (4.4070, -4.7132, 1.5301)  0.07
H (4.6175, -1.6546, 1.6700)  0.17
H (4.7999, -2.6941, 0.2464)  0.34
C (4.9042, -8.1827, 0.5351)  -0.35
C (5.7477, -9.2703, 1.1736)  -0.35
O (6.7587, -8.5128, 1.8480)  -0.35
C (6.2729, -7.2695, 2.0891)  0.63
O (6.7977, -6.4580, 2.7705)  -0.49
O (5.0983, -7.0848, 1.4341)  -0.24
H (3.8516, -8.4397, 0.4677)  0.31
H (5.2655, -7.8964, -0.4536)  0.26
H (5.1925, -9.8513, 1.9110)  0.26
H (6.1942, -9.9468, 0.4510)  0.30

Forces on the atoms, in the same order (eV/Å):
C 0.28 -0.16 0.10
C -0.57 -0.19 0.07
O 0.44 -0.17 -0.29
C 0.62 0.47 -0.64
In -0.01 -0.71 -0.55
C -1.25 0.45 0.19
C 0.39 -0.58 0.37
C -0.80 -0.25 0.08
F 0.86 -0.55 0.76
F 0.31 1.21 -0.16
C 0.52 0.29 0.11
F -0.18 -1.35 -0.04
F -0.51 0.72 -0.80
C -0.67 0.56 -0.64
F -0.02 -0.22 -0.93
F 0.68 -0.69 0.90
C 0.23 -0.70 0.24
F 0.69 0.04 -0.45
F 0.09 0.39 0.83
F -0.45 0.75 -0.31
P 0.05 -0.03 1.07
O 0.31 0.46 -0.06
Br -0.12 0.14 -0.27
H 0.72 0.18 0.36
H -0.63 0.40 0.41
H 0.20 0.47 -0.45
H -0.06 -0.42 0.58
H 0.05 0.22 0.16
H -0.59 0.21 0.28
H -0.31 -0.55 -0.30
H 0.07 0.16 0.04
H 0.08 -0.66 -0.70
H 0.52 -0.25 0.59
H -0.41 0.23 -0.51
H -0.16 0.78 0.54
H -0.37 -0.37 -0.37
C 0.01 0.04 -0.11
C 0.06 -0.05 0.02
O 0.13 -0.03 0.00
C 0.17 -0.10 -0.04
O -0.29 0.13 -0.05
O 0.15 -0.12 -0.03
H 0.01 0.02 0.27
H -0.04 0.03 -0.03
H -0.02 0.01 0.07
H -0.16 0.05 -0.11
C 0.01 -0.09 -0.13
C -0.01 0.15 0.05
O -0.30 -0.02 -0.09
C -0.14 -0.21 -0.15
O 0.39 0.09 0.08
O -0.14 -0.01 -0.14
H -0.11 -0.01 0.11
H 0.05 0.03 0.01
H 0.01 0.03 0.12
H 0.22 0.12 0.15
C -0.10 -0.11 -0.02
C 0.10 0.01 0.08
O -0.03 -0.09 0.07
C 0.07 -0.06 0.30
O -0.02 0.13 -0.24
O -0.02 -0.08 0.11
H 0.04 -0.02 -0.16
H 0.00 0.06 -0.03
H 0.12 -0.05 -0.02
H -0.14 0.16 -0.03
C 0.13 0.10 -0.02
C 0.09 0.02 0.07
O 0.13 -0.09 -0.13
C 0.17 0.11 0.05
O -0.25 -0.31 -0.24
O 0.09 -0.03 -0.07
H -0.11 -0.02 0.17
H -0.03 -0.02 -0.02
H -0.05 0.02 0.05
H -0.16 0.00 -0.12
C -0.03 -0.07 -0.02
C -0.07 -0.01 -0.04
O -0.08 -0.05 -0.06
C -0.12 -0.16 -0.14
O 0.13 0.20 0.14
O 0.03 -0.15 -0.09
H -0.07 0.13 0.13
H 0.06 0.00 0.01
H -0.03 0.04 0.03
H 0.19 0.06 0.02

Computed properties:
F_max: 1.36 eV/Å
E: -6217.8126 Eh
total charge: -1

=====

# 2
Computed, not measured: C4H6N2 in the gas phase in a non-equilibrium geometry, with ωB97M-V with the def2-TZVPD basis set.

Each line ends with the natural charge from an NBO analysis.
Positions of all 12 atoms, in Å:
C (0.9440, 1.3223, 0.5234)  -0.64
C (0.0790, 0.1654, 0.1771)  0.11
C (-0.4635, -0.7713, 1.0001)  -0.12
N (-1.2486, -1.6320, 0.2466)  -0.44
C (-1.0239, -1.3303, -1.0001)  0.14
N (-0.1956, -0.2361, -1.1074)  -0.54
H (1.6312, 1.5615, -0.2938)  0.21
H (0.4066, 2.2642, 0.6705)  0.22
H (1.5304, 1.1472, 1.4196)  0.23
H (-0.2151, -1.0179, 2.0185)  0.21
H (-1.7608, -1.5795, -1.7514)  0.20
H (0.3165, 0.1065, -1.9030)  0.42

Forces on the atoms, in the same order (eV/Å):
C 0.38 0.59 -0.59
C 1.24 -0.25 0.59
C -0.49 -0.59 -0.71
N 0.63 -0.33 0.34
C -1.02 0.73 0.14
N -0.46 0.33 0.35
H 0.16 -0.21 0.07
H -0.31 -0.25 0.10
H 0.03 -0.14 0.08
H -0.41 0.52 0.24
H 0.67 -0.43 -0.48
H -0.42 0.03 -0.15

Computed properties:
SMILES: Cc1cnc[nH]1
F_max: 1.40 eV/Å
ΔE to the lowest compared entry with this formula, charge and spin: 48.98 kJ/mol

=====

# 3
Computed, not measured: 2 unconnected molecules or ions with the total composition C3H8OS3 in a non-equilibrium geometry, with ωB97M-V with the def2-TZVPD basis set.

Each line ends with the natural charge from an NBO analysis.
Positions of all 15 atoms, in Å:
C (1.1406, 0.1761, -0.9154)  -0.68
S (2.0962, -1.3296, -0.4525)  0.22
C (0.9170, -1.8839, 0.7879)  -0.71
S (0.8229, -0.8401, 2.2787)  0.25
C (0.0646, 0.6156, 1.5577)  -0.75
S (0.9514, 1.5357, 0.3709)  0.24
H (0.1150, -0.1542, -1.1692)  0.21
H (1.6012, 0.5817, -1.8366)  0.25
H (1.2040, -2.9110, 1.0846)  0.25
H (-0.0227, -1.9516, 0.2067)  0.22
H (-0.1032, 1.3351, 2.3820)  0.26
H (-0.9170, 0.4010, 1.0932)  0.23
O (-2.4017, 1.3818, -1.4748)  -0.94
H (-3.0789, 2.0913, -1.5530)  0.48
H (-2.3894, 0.9521, -2.3600)  0.47

Forces on the atoms, in the same order (eV/Å):
C -0.20 0.19 0.08
S -0.11 0.99 -0.11
C -0.11 -0.47 -0.24
S -0.12 -0.56 -0.33
C -1.38 0.22 0.56
S 1.53 -0.41 -1.86
H 0.42 0.18 0.09
H -0.21 -0.01 0.70
H -0.15 0.64 0.01
H 0.05 0.05 0.84
H -0.03 -0.51 -0.26
H 0.29 -0.25 0.53
O -0.66 0.20 -0.97
H 0.74 -0.76 0.06
H -0.07 0.51 0.92

Computed properties:
SMILES: C1SCSCS1.O
F_max: 2.44 eV/Å
ΔE to the lowest compared entry with this formula, charge and spin: 3.69 kJ/mol